[1]
Molecular formula: C33H34FeN8O5S2
Method: DFT, wB97M-V/def2-TZVPD

Last column: Mulliken spin population.
Element x y z (Å)
Fe -0.290512 0.002415 0.821354  2.808
C 3.846940 -3.216336 -0.255758  0.000
N 3.287896 -1.869448 -0.327893  0.001
C 4.198910 -0.856588 -0.868434  0.003
C 2.082611 -1.529919 0.084876  -0.006
O 1.642253 -0.358934 0.049388  0.053
C 1.159138 -2.617213 0.631424  -0.002
O -0.018088 -1.970161 1.149613  -0.012
C -0.587526 -2.560507 2.334214  0.000
C -1.141932 -1.429234 3.196673  0.006
O -1.254073 -0.296481 2.674909  0.053
N -1.467030 -1.702845 4.443042  0.004
C -1.315685 -3.024432 5.052500  0.001
C -1.958545 -0.643242 5.329520  0.000
H 4.633177 -3.250721 0.499831  0.000
H 3.095829 -3.966170 -0.022273  0.000
H 4.293886 -3.470887 -1.215542  0.000
H 5.153738 -0.908502 -0.346328  0.000
H 4.373948 -1.046080 -1.927696  0.000
H 3.766674 0.129031 -0.743573  0.001
H 0.874371 -3.305751 -0.167495  0.001
H 1.658921 -3.182507 1.418471  0.001
H -1.387887 -3.248366 2.050902  0.001
H 0.170352 -3.118319 2.884710  0.000
H -1.517483 -3.827942 4.346595  0.000
H -0.314544 -3.148813 5.470248  0.000
H -2.030185 -3.112560 5.866396  0.000
H -1.839327 0.319680 4.846747  0.000
H -3.011817 -0.805199 5.558231  0.000
H -1.392629 -0.662159 6.259731  0.000
O -3.359452 5.998182 1.462265  -0.007
N -4.059175 5.186401 0.895439  0.001
O -5.168122 5.371516 0.456730  -0.005
C -3.542273 3.796323 0.775503  0.008
C -4.497519 2.818299 0.686710  0.192
C -4.135685 1.449702 0.578225  -0.001
C -5.083663 0.413434 0.526410  0.015
C -4.646053 -0.886538 0.435732  0.010
C -3.273423 -1.136837 0.377855  -0.007
N -2.360361 -0.181378 0.414612  0.051
C -2.775065 1.096812 0.529283  0.062
C -1.774635 2.126459 0.639986  0.226
N -0.505570 1.757740 0.618361  0.159
C 0.577849 2.644660 0.957732  0.015
C 0.194907 4.081409 0.913211  0.118
C -1.089652 4.470442 0.844691  0.008
C -2.161714 3.505298 0.767791  0.082
H -5.542434 3.100092 0.708713  -0.011
H -6.141859 0.641492 0.559227  0.003
H -5.342754 -1.711487 0.385858  0.000
H -2.915885 -2.155651 0.286493  -0.003
H 1.434616 2.435776 0.306717  0.040
H 0.996707 4.806768 0.960730  -0.009
H -1.333942 5.519256 0.857706  0.013
S -0.077761 -0.965060 -5.853404  0.000
C -0.143036 -0.617918 -4.116926  -0.002
C 0.295415 0.570463 -3.538547  0.006
C 0.132011 0.753079 -2.179964  0.020
N -0.420403 -0.159370 -1.370356  0.057
C -0.843862 -1.298022 -1.932567  0.000
C -0.737855 -1.565289 -3.281868  0.008
C 1.650146 -0.620789 -6.199209  0.000
C 2.474114 -1.725458 -6.361320  0.000
C 3.820176 -1.493567 -6.639869  0.000
N 4.310822 -0.271373 -6.743966  0.000
C 3.523037 0.782948 -6.613894  0.000
C 2.161421 0.657365 -6.345880  0.000
H 0.735837 1.357881 -4.132404  0.000
H 0.445104 1.683643 -1.724616  -0.003
H -1.289029 -2.030617 -1.271727  0.000
H -1.114116 -2.492568 -3.691794  0.001
H 2.085141 -2.731584 -6.286255  0.000
H 4.509206 -2.318581 -6.778798  0.000
H 3.981270 1.756927 -6.737579  0.000
H 1.531359 1.535564 -6.292094  0.000
S 3.282360 1.439973 3.454083  0.096
C 2.264550 2.696710 2.941571  0.696
C 0.982333 2.177551 2.399885  0.026
N 1.072751 0.721234 2.331106  0.079
C 2.153488 0.277661 2.857263  0.030
H 2.503885 3.732846 3.118440  0.003
H 0.121890 2.456304 3.034402  0.074
H 2.383511 -0.779951 2.915956  0.034

Atoms 1-3, force components in eV/Å:
Fe 1.1 -2.1 0.1
C 0.1 -0.2 0.0
N -0.1 0.2 0.0

* ΔE to the lowest compared entry with this formula, charge and spin: 396.1 kJ/mol
* largest force on an atom: 0.046 hartree/bohr
* calculated total energy: -4151.190626 a.u.
* LUMO (spin up / spin down): -9.93 / -10.99 eV
* expectation value of S²: 8.829
* multiplicity: 6
* orbital gap (spin up / spin down): 0.1953 / 0.1563 Ha
* total charge: +3

---

[2]
Molecular formula: C33H34N4O5SSbSe5Tl
Method: DFT, wB97M-V/def2-TZVPD

Last column: Mulliken charge in e.
Element x y z (Å)
Tl 15.120235 7.654500 12.697534  1.280
C 17.962912 5.985785 12.257292  -0.651
C 16.871421 4.934636 12.311033  -1.310
C 16.201153 4.970166 13.613546  1.383
C 16.541718 4.014578 14.594927  -1.032
C 16.112900 4.201773 15.895155  -0.317
C 15.258771 5.263216 16.232590  -0.874
C 14.970869 6.153015 15.259704  -0.156
N 15.443781 5.992301 14.023704  0.288
N 17.450284 7.415570 12.207242  0.483
C 17.999172 8.173062 13.344853  -0.631
C 17.306507 9.514429 13.446392  0.627
C 17.886943 10.654773 14.011041  -1.165
C 17.193682 11.830273 14.070686  -0.535
C 15.839877 11.888476 13.679628  -0.838
C 15.265311 10.720292 13.195402  -0.623
N 16.025367 9.577452 13.120081  0.232
C 17.806347 8.113464 10.979048  -1.503
C 16.769442 8.219178 9.874232  0.901
C 17.144447 8.474679 8.569191  -1.173
C 16.099985 8.745593 7.672832  -0.314
C 14.766059 8.729927 8.037648  -1.129
C 14.489127 8.445797 9.416571  0.187
N 15.459191 8.236669 10.287451  0.420
H 18.627847 5.829038 11.393593  0.421
H 18.658516 5.960450 13.070203  0.208
H 17.263050 3.971367 12.216053  0.863
H 16.238501 5.090754 11.409029  -0.053
H 17.206418 3.222590 14.294841  0.485
H 16.414032 3.492034 16.676568  0.380
H 14.953264 5.488032 17.231601  0.515
H 14.390065 7.079149 15.354269  0.401
H 19.061947 8.258646 13.279040  0.815
H 17.821590 7.611588 14.226436  -0.001
H 18.930526 10.507858 14.285520  0.574
H 17.664956 12.758951 14.426441  0.422
H 15.279361 12.788722 13.764688  0.595
H 14.253537 10.667362 12.800709  0.669
H 18.753242 7.744869 10.492361  0.302
H 17.921570 9.139263 11.226384  0.516
H 18.217856 8.418781 8.289126  0.430
H 16.339363 8.893847 6.636312  0.409
H 13.946161 8.938139 7.339010  0.438
H 13.438937 8.442459 9.711525  0.326
Se 20.949489 6.315270 14.631195  -0.502
Sb 19.953515 7.457810 16.601907  0.497
Se 17.654803 7.898446 16.735556  -0.379
Se 21.266826 7.328592 18.560502  -0.497
Se 12.833823 9.736529 15.429831  -0.149
O 11.941077 11.268794 12.832357  -0.779
S 11.411272 10.520972 13.989562  1.060
C 10.243364 9.218226 13.363759  -0.002
C 9.400778 9.610743 12.217575  0.404
C 8.327198 10.498571 12.386873  -0.069
C 7.405739 10.741516 11.418123  -0.893
C 7.521107 10.153019 10.181455  -0.365
C 8.560795 9.310350 9.950624  -0.670
C 9.522921 9.016412 10.935130  -0.221
C 10.446132 11.813356 14.862524  -1.259
C 11.294711 12.730264 15.754321  0.085
C 11.499566 12.342626 17.074941  -0.439
C 12.441601 13.025575 17.861870  -0.406
C 13.154456 14.057212 17.321143  -0.514
C 12.928699 14.447574 16.012036  -0.515
C 11.960686 13.821883 15.216650  -0.533
H 9.651031 8.827689 14.212692  0.605
H 11.094604 8.516593 13.124547  -0.462
H 8.220875 10.888961 13.407331  0.367
H 6.497756 11.356559 11.560632  0.325
H 6.786396 10.246380 9.384346  0.367
H 8.728719 8.819430 9.008482  0.433
H 10.364987 8.371258 10.738509  0.437
H 9.702589 11.353382 15.450883  0.556
H 9.898793 12.235401 13.970372  0.534
H 10.999362 11.539502 17.495001  0.541
H 12.621845 12.644648 18.938156  0.266
H 13.953157 14.530595 17.898143  0.384
H 13.455451 15.358024 15.615488  0.342
H 11.712483 14.193742 14.322310  0.669
O 11.983123 6.646278 10.150075  -0.706
Se 12.608406 6.222368 11.572093  1.198
O 14.183800 5.735363 11.405519  -0.631
O 12.939035 7.741871 12.478496  -0.628
O 11.800879 5.280806 12.549103  -0.714

Atoms 1-3, force components in eV/Å:
Tl -2.0 -0.4 -2.1
C 0.6 0.8 -0.9
C -0.7 1.7 -1.5

* ΔE to the lowest compared entry with this formula, charge and spin: 228.0 kJ/mol
* largest force on an atom: 0.084 hartree/bohr
* calculated total energy: -14691.029811 a.u.
* LUMO: -1.07 eV
* orbital gap: 0.2406 Ha
* total charge: 0

---

[3]
Molecular formula: C33H34N7PRuS2
Method: DFT, wB97M-V/def2-TZVPD

Last column: Mulliken charge in e.
Element x y z (Å)
Ru -0.490478 -0.556994 0.578586  -0.034
N -2.482512 -0.513694 -1.743018  -0.105
C -1.627014 -0.955761 -2.687013  0.634
C -2.037058 -1.932713 -3.632369  -0.749
C -1.189614 -2.276808 -4.653441  -0.783
C 0.083163 -1.693619 -4.730223  -0.895
C 0.526897 -0.787069 -3.742803  -0.840
C -0.301159 -0.423202 -2.712079  0.404
P 0.254261 0.643568 -1.333738  2.507
C -0.500663 2.246638 -1.680716  0.346
C -0.315003 3.322276 -0.803696  -0.148
C -0.812254 4.573150 -1.125589  -0.692
C -1.505226 4.769267 -2.316481  -0.778
C -1.696451 3.709647 -3.191334  -0.744
C -1.191925 2.454295 -2.881276  -0.451
C 2.036242 0.807481 -1.556038  0.211
C 2.867468 -0.306792 -1.393747  0.031
C 4.229109 -0.191185 -1.609491  -0.869
C 4.774602 1.035810 -1.981768  -0.756
C 3.954531 2.141186 -2.145621  -0.796
C 2.584361 2.032855 -1.935607  -0.716
H -3.416962 -0.906506 -1.696328  0.361
H -2.423586 0.451347 -1.433917  -0.050
H -3.037275 -2.344505 -3.571599  0.478
H -1.507487 -2.979038 -5.412597  0.498
H 0.746196 -1.953880 -5.545554  0.508
H 1.534167 -0.396070 -3.804815  0.525
H 0.220665 3.165374 0.123256  0.373
H -0.660515 5.406219 -0.451612  0.518
H -1.888453 5.750093 -2.564914  0.456
H -2.219231 3.863002 -4.125706  0.493
H -1.323662 1.653685 -3.597694  0.416
H 2.449571 -1.265324 -1.112689  0.235
H 4.870485 -1.056514 -1.505122  0.522
H 5.839119 1.122171 -2.155680  0.474
H 4.373801 3.086760 -2.462623  0.499
H 1.954419 2.898142 -2.089521  0.462
S -2.490979 -1.867555 1.110595  -0.225
C -3.145329 -2.248359 2.693681  0.372
N -3.755512 -3.456630 2.749314  -0.014
C -4.379772 -3.943624 3.841122  -0.261
C -4.406287 -3.206044 4.994935  -0.668
C -3.781450 -1.961729 4.989853  -0.328
C -3.158781 -1.482239 3.847151  -0.090
H -3.745732 -4.025621 1.910159  0.249
H -4.834044 -4.919037 3.737735  0.470
H -4.904468 -3.590866 5.872544  0.446
H -3.794642 -1.354123 5.885560  0.458
H -2.703069 -0.506835 3.837802  0.312
C 2.564303 -4.771123 -0.942077  -1.144
C 1.030313 -4.718683 -0.927611  -0.342
C 0.530554 -3.397155 -0.564560  0.100
N 0.151455 -2.352513 -0.279557  -0.016
H 2.874279 -5.793031 -1.147117  0.396
H 2.979357 -4.477503 0.020634  0.329
H 2.973535 -4.131051 -1.722328  0.324
H 0.612931 -5.427331 -0.208522  0.335
H 0.612149 -4.970517 -1.904708  0.280
N -2.487005 2.721762 2.430758  -0.021
C -1.749174 2.248626 3.483718  -0.678
C -1.008932 1.228080 2.982694  -1.168
N -1.278951 1.088682 1.629626  1.658
C -2.176760 2.012558 1.338567  -0.910
H -3.143907 3.488412 2.464161  0.254
H -1.813600 2.669425 4.472189  0.479
H -0.284322 0.612730 3.486374  0.659
H -2.621799 2.194474 0.376505  0.400
S 1.409350 -0.609620 1.561866  -0.465
C 2.227902 0.877944 2.045025  0.554
N 3.426558 0.657649 2.648481  0.022
C 4.194055 1.662803 3.105966  -0.131
C 3.750855 2.952506 2.942355  -0.871
C 2.530430 3.115188 2.297992  -0.064
N 1.782001 2.094625 1.861775  -0.035
H 3.750197 -0.299202 2.764057  0.287
H 5.130443 1.391031 3.576466  0.499
H 4.330620 3.792584 3.296280  0.481
H 2.130702 4.108016 2.125120  0.521

Atoms 1-3, force components in eV/Å:
Ru -1.3 -0.4 0.1
N -0.3 0.6 2.3
C 1.2 -0.7 -1.7

* ΔE to the lowest compared entry with this formula, charge and spin: 41.0 kJ/mol
* largest force on an atom: 0.047 hartree/bohr
* calculated total energy: -2892.484997 a.u.
* LUMO (spin up / spin down): -13.97 / -13.88 eV
* orbital gap (spin up / spin down): 0.1415 / 0.1462 Ha
* total charge: +4

---

> The highest largest force on an atom belongs to which entry?

C33H34N4O5SSbSe5Tl